Record 1
The following is a DFT calculation (ωB97M-V with the def2-TZVPD basis set) of a molecular structure, C3H4N2O.

Calculated values
2S+1: 1
Gap between HOMO and LUMO, hartree: 0.316
HOMO level, eV: -8.39
Electronic energy, eV: -8201.1919
Total charge: 0
ΔE to the lowest compared entry with this formula, charge and spin, kcal per mole: 62.1

Element x y z (Å)
C1 0.734 -0.179 -0.050
C2 -0.150 -1.163 -0.137
C3 -1.449 0.415 0.044
H1 2.359 0.680 0.437
H2 -0.035 -2.206 -0.069
H3 -2.248 1.126 -0.022
H4 0.277 1.697 -0.298
N1 -1.537 -0.880 0.107
N2 -0.069 0.832 -0.047
O1 2.120 -0.323 0.035

Forces on atoms 1 to 2 (eV/Å):
1.044 -4.309 -0.670
-2.318 -5.409 1.753

Here are the Löwdin charges for atoms 1 to 6, given in e:
1. C -0.432
2. C -0.123
3. C -0.173
4. H 0.205
5. H 0.086
6. H 0.103



Record 2
The following is a DFT calculation (ωB97M-V with the def2-TZVPD basis set) of 2 unconnected molecules or ions with the total composition C3H4N2O.

Calculated values
2S+1: 1
Gap between HOMO and LUMO, hartree: 0.333
HOMO level, eV: -8.15
Electronic energy, eV: -8199.3170
Total charge: 0
ΔE to the lowest compared entry with this formula, charge and spin, kcal per mole: 105.3

Element x y z (Å)
C1 0.893 -1.000 -0.260
C2 -0.302 0.277 1.298
C3 -0.229 0.524 -1.599
N1 0.503 -0.337 -1.164
N2 -0.257 -0.435 2.282
O1 -0.655 1.077 0.522
H1 1.633 -1.821 -0.442
H2 0.085 1.554 -1.904
H3 -1.288 0.301 -1.894
H4 -0.383 -0.141 3.162

Forces on atoms 1 to 2 (eV/Å):
2.597 -2.825 2.609
-0.794 -0.311 0.737

Here are the Löwdin charges for atoms 1 to 6, given in e:
1. C 0.060
2. C -0.448
3. C -0.061
4. N -0.114
5. N 0.155
6. O 0.073



Record 3
The following is a DFT calculation (ωB97M-V with the def2-TZVPD basis set) of 2 unconnected molecules or ions with the total composition C3H4N2O.

Calculated values
2S+1: 1
Gap between HOMO and LUMO, hartree: 0.430
HOMO level, eV: -11.22
SMILES string: N#CCN=C=O.[H][H]
Electronic energy, eV: -8201.8965
Total charge: 0
ΔE to the lowest compared entry with this formula, charge and spin, kcal per mole: 45.9

Element x y z (Å)
N1 2.668 0.498 -1.452
C1 1.995 0.299 -0.534
C2 1.117 0.053 0.626
N2 -0.270 -0.087 0.265
C3 -0.978 0.640 -0.403
O1 -1.695 1.322 -1.018
H1 1.247 0.865 1.348
H2 1.431 -0.867 1.118
H3 -3.062 -1.217 -0.143
H4 -2.454 -1.506 0.192

Forces on atoms 1 to 2 (eV/Å):
-0.640 -0.184 0.892
0.535 0.149 -0.750

Here are the Löwdin charges for atoms 1 to 6, given in e:
1. N 0.153
2. C -0.193
3. C -0.187
4. N 0.087
5. C -0.353
6. O 0.173



Record 4
The following is a DFT calculation (ωB97M-V with the def2-TZVPD basis set) of 2 unconnected molecules or ions with the total composition C3H4N2O.

Calculated values
2S+1: 1
Gap between HOMO and LUMO (spin up / spin down), hartree: 0.287 / 0.338
HOMO level (spin up / spin down), eV: -9.96 / -10.18
Electronic energy, eV: -8197.1801
Total charge: 0
ΔE to the lowest compared entry with this formula, charge and spin, kcal per mole: 154.6

Element x y z (Å)
C1 -1.626 1.044 -0.088
C2 2.235 -0.512 0.037
C3 -0.383 -0.621 0.234
N1 -2.431 0.013 -0.019
N2 -1.673 -1.082 0.223
O1 -0.339 0.699 -0.059
H1 -1.844 2.102 -0.334
H2 2.152 -0.972 -0.977
H3 2.135 -1.133 0.818
H4 1.774 0.463 0.163

Forces on atoms 1 to 2 (eV/Å):
-1.434 0.412 -1.384
-3.000 1.158 -3.487

Here are the Löwdin charges for atoms 1 to 6, given in e:
1. C -0.215
2. C 0.186
3. C -0.065
4. N 0.010
5. N 0.001
6. O -0.038



Record 5
The following is a DFT calculation (ωB97M-V with the def2-TZVPD basis set) of C3H4N2O in the gas phase.

Calculated values
2S+1: 1
Gap between HOMO and LUMO, hartree: 0.334
HOMO level, eV: -8.50
Electronic energy, eV: -8201.4530
Total charge: 0
ΔE to the lowest compared entry with this formula, charge and spin, kcal per mole: 56.1

Element x y z (Å)
N1 1.913 -0.120 0.285
C1 0.600 -0.379 -0.002
C2 -0.334 0.763 0.124
N2 -1.550 0.459 -0.165
C3 -2.459 -0.177 -0.651
O1 0.208 -1.494 -0.310
H1 2.556 -0.856 0.036
H2 2.267 0.823 0.267
H3 -0.072 1.762 0.456
H4 -3.128 -0.781 -0.040

Forces on atoms 1 to 2 (eV/Å):
0.105 -0.014 -0.091
-0.059 -0.186 -0.070

Here are the Löwdin charges for atoms 1 to 6, given in e:
1. N 0.142
2. C -0.545
3. C -0.077
4. N -0.046
5. C 0.112
6. O 0.040



Record 6
The following is a DFT calculation (ωB97M-V with the def2-TZVPD basis set) of C3H4N2O in the gas phase.

Calculated values
2S+1: 1
Gap between HOMO and LUMO, hartree: 0.381
HOMO level, eV: -9.65
SMILES string: [H]/N=C/N1CC1=O
Electronic energy, eV: -8200.8909
Total charge: 0
ΔE to the lowest compared entry with this formula, charge and spin, kcal per mole: 69.1

Element x y z (Å)
H1 1.653 -2.273 0.608
N1 0.821 -1.720 0.410
C1 1.125 -0.496 0.209
N2 0.196 0.274 -0.464
C2 -0.806 1.256 0.006
C3 -1.137 0.012 -0.733
O1 -1.900 -0.641 -1.387
H2 1.869 0.083 0.769
H3 -0.788 2.226 -0.497
H4 -1.032 1.278 1.080

Forces on atoms 1 to 2 (eV/Å):
-0.153 0.111 0.954
1.136 0.130 -1.531

Here are the Löwdin charges for atoms 1 to 6, given in e:
1. H 0.048
2. N 0.114
3. C -0.258
4. N 0.008
5. C 0.001
6. C -0.391



Record 7
The following is a DFT calculation (ωB97M-V with the def2-TZVPD basis set) of a molecular structure, C3H4N2O.

Calculated values
2S+1: 1
Gap between HOMO and LUMO, hartree: 0.367
HOMO level, eV: -9.59
Electronic energy, eV: -8200.9013
Total charge: 0
ΔE to the lowest compared entry with this formula, charge and spin, kcal per mole: 68.8

Element x y z (Å)
O1 -1.771 -1.008 -0.018
C1 -0.589 -0.339 -0.109
C2 -0.342 1.016 -0.372
N1 0.938 1.303 -0.116
C3 1.479 0.155 0.313
N2 0.649 -0.900 0.400
H1 -2.065 -0.983 0.902
H2 -1.047 1.748 -0.746
H3 2.535 0.055 0.537
H4 0.213 -1.047 -0.792

Forces on atoms 1 to 2 (eV/Å):
-0.051 0.037 0.218
-0.041 0.378 0.013

Here are the Löwdin charges for atoms 1 to 6, given in e:
1. O 0.054
2. C -0.446
3. C -0.086
4. N 0.067
5. C -0.242
6. N 0.087



Record 8
The following is a DFT calculation (ωB97M-V with the def2-TZVPD basis set) of a molecular structure, C3H4N2O.

Calculated values
2S+1: 1
Gap between HOMO and LUMO, hartree: 0.340
HOMO level, eV: -8.67
Electronic energy, eV: -8200.6754
Total charge: 0
ΔE to the lowest compared entry with this formula, charge and spin, kcal per mole: 74.0

Element x y z (Å)
O1 -1.262 1.553 1.146
C1 -1.157 0.600 0.514
C2 -1.063 -0.674 -0.124
N1 0.140 -0.862 0.678
C3 1.170 -0.157 0.123
N2 1.002 0.680 -0.849
H1 -1.873 -1.331 0.203
H2 -0.960 -0.608 -1.214
H3 2.131 -0.344 0.615
H4 1.873 1.143 -1.093

Forces on atoms 1 to 2 (eV/Å):
0.170 -1.095 -0.723
-0.310 1.039 0.566

Here are the Löwdin charges for atoms 1 to 6, given in e:
1. O 0.255
2. C -0.103
3. C -0.198
4. N -0.028
5. C -0.379
6. N 0.047



Record 9
The following is a DFT calculation (ωB97M-V with the def2-TZVPD basis set) of C3H4N2O in the gas phase.

Calculated values
2S+1: 1
Gap between HOMO and LUMO, hartree: 0.440
HOMO level, eV: -11.56
SMILES string: [H]/N=C(/C#N)OC
Electronic energy, eV: -8200.6172
Total charge: 0
ΔE to the lowest compared entry with this formula, charge and spin, kcal per mole: 75.4

Element x y z (Å)
H1 -0.459 -1.854 -0.065
N1 0.560 -1.625 0.090
C1 0.714 -0.378 0.025
C2 2.375 0.143 0.139
N2 3.454 0.430 -0.059
O1 0.049 0.826 0.080
C3 -1.369 0.658 -0.059
H2 -1.602 0.259 -1.174
H3 -1.934 1.591 0.192
H4 -1.788 -0.050 0.831

Forces on atoms 1 to 2 (eV/Å):
1.153 0.063 0.438
-2.189 1.358 -1.037

Here are the Löwdin charges for atoms 1 to 6, given in e:
1. H 0.087
2. N 0.160
3. C -0.388
4. C -0.106
5. N 0.095
6. O -0.114



Record 10
The following is a DFT calculation (ωB97M-V with the def2-TZVPD basis set) of C3H4N2O in the gas phase.

Calculated values
2S+1: 1
Gap between HOMO and LUMO, hartree: 0.354
HOMO level, eV: -8.92
Electronic energy, eV: -8200.0226
Total charge: 0
ΔE to the lowest compared entry with this formula, charge and spin, kcal per mole: 89.1

Element x y z (Å)
N1 -0.328 -2.182 0.002
C1 -0.165 -0.925 0.004
O1 0.918 -0.363 -0.482
C2 0.957 1.060 -0.357
C3 -0.322 1.609 0.264
N2 -0.994 0.538 0.498
H1 -1.188 -2.560 0.385
H2 -1.799 0.041 0.783
H3 1.101 1.470 -1.361
H4 1.820 1.312 0.264

Forces on atoms 1 to 2 (eV/Å):
-0.411 1.524 0.274
0.086 1.002 0.064

Here are the Löwdin charges for atoms 1 to 6, given in e:
1. N 0.152
2. C -0.359
3. O -0.018
4. C -0.193
5. C -0.048
6. N 0.080



Record 11
The following is a DFT calculation (ωB97M-V with the def2-TZVPD basis set) of C3H4N2O2 in the gas phase.

Calculated values
2S+1: 1
Gap between HOMO and LUMO, hartree: 0.256
HOMO level, eV: -7.44
SMILES string: [NH3+]c1coc([O-])n1
Electronic energy, eV: -10249.1085
Total charge: 0
ΔE to the lowest compared entry with this formula, charge and spin, kcal per mole: 72.8

Element x y z (Å)
N1 1.308 1.002 0.257
C1 0.242 0.023 0.031
C2 0.137 -1.315 0.037
O1 -1.180 -1.556 -0.224
C3 -1.835 -0.289 -0.368
O2 -3.021 -0.244 -0.599
N2 -0.911 0.688 -0.200
H1 2.017 1.055 -0.476
H2 1.771 0.968 1.169
H3 0.682 1.830 0.189
H4 0.790 -2.161 0.183

Forces on atoms 1 to 2 (eV/Å):
0.109 0.245 -0.005
-0.056 -0.105 0.086

Here are the Löwdin charges for atoms 1 to 6, given in e:
1. N 0.233
2. C -0.393
3. C -0.087
4. O 0.036
5. C -0.564
6. O 0.050



Record 12
The following is a DFT calculation (ωB97M-V with the def2-TZVPD basis set) of C3H4N2O2 in the gas phase.

Calculated values
2S+1: 1
Gap between HOMO and LUMO, hartree: 0.308
HOMO level, eV: -8.63
Electronic energy, eV: -10248.0234
Total charge: 0
ΔE to the lowest compared entry with this formula, charge and spin, kcal per mole: 97.8

Element x y z (Å)
O1 -2.348 0.893 0.216
C1 -1.231 0.399 0.720
N1 -0.090 0.943 0.253
C2 0.907 0.186 -0.048
O2 2.168 0.642 -0.103
C3 0.705 -1.261 -0.145
N2 -0.443 -1.821 -0.155
H1 -2.199 1.589 -0.450
H2 2.163 1.560 0.214
H3 1.581 -1.895 -0.028
H4 -1.212 -1.234 -0.473

Forces on atoms 1 to 2 (eV/Å):
0.095 0.147 0.013
-0.051 0.515 0.248

Here are the Löwdin charges for atoms 1 to 6, given in e:
1. O 0.024
2. C -0.199
3. N 0.109
4. C -0.400
5. O 0.090
6. C -0.153